1.
Below is one molecule with the formula C3H6N2OS2, with properties calculated with ωB97M-V with the def2-TZVPD basis set.

Output
**LUMO level**: 0.23 eV
**Calculated total energy**: -1099.017518 Eh
**Frontier orbital gap**: 9.39 eV
**SMILES string**: [H]/N=C(\N)OC(=S)SC
**Highest occupied orbital energy**: -9.16 eV

CARTESIAN COORDINATES (ANGSTROEM)
H 3.27853 -0.07222 1.35305
N 2.39454 -0.58139 1.27534
C 1.95570 -0.49946 0.12560
N 2.52883 -0.08809 -1.07650
O 0.66453 -0.92794 -0.12724
C -0.42122 -0.09088 -0.06904
S -0.33754 1.52126 0.08365
S -1.78289 -1.08358 -0.19170
C -3.16042 0.03009 0.20255
H 3.46173 0.36444 -0.95641
H 1.85957 0.64887 -1.48994
H -4.04192 -0.61080 0.47078
H -2.99119 0.66557 1.06539
H -3.40825 0.72412 -0.66554

Forces on the atoms, in the same order (eV/Å):
H -0.030 -0.541 0.022
N 0.673 0.310 1.401
C -0.409 0.903 -1.533
N -0.359 2.366 -0.447
O -1.138 -0.440 -0.109
C 1.786 0.100 0.265
S 0.051 0.274 0.017
S -1.422 -0.521 0.282
C -1.062 0.507 -0.941
H -1.116 -0.635 -0.011
H 1.388 -1.557 0.498
H 0.853 0.405 -0.577
H 0.498 -0.090 0.108
H 0.286 -1.081 1.027



2.
Below is a 2-piece molecular cluster, C2HI3 overall, with properties calculated with ωB97M-V with the def2-TZVPD basis set.

Output
**LUMO level**: -1.64 eV
**Calculated total energy**: -969.805628 Eh
**Frontier orbital gap**: 7.67 eV
**SMILES string**: C#CI.II
**Highest occupied orbital energy**: -9.32 eV

CARTESIAN COORDINATES (ANGSTROEM)
C 0.62266 1.84743 1.04821
C 1.00022 1.88709 -0.13349
I 1.79917 2.43676 -1.93226
H 0.14011 1.93481 1.91593
I 0.01991 -0.40058 -4.58321
I -1.76662 0.93719 -3.15619

Forces on the atoms, in the same order (eV/Å):
C 2.376 0.054 -6.821
C -0.555 0.479 2.875
I -0.336 -0.462 0.952
H -1.406 -0.028 3.015
I -0.037 0.015 0.009
I -0.041 -0.058 -0.030



3.
Below is one molecule with the formula C21H22O6, with properties calculated with ωB97M-V with the def2-TZVPD basis set.

Output
**LUMO level**: 0.10 eV
**Calculated total energy**: -1264.746197 Eh
**Frontier orbital gap**: 8.55 eV
**SMILES string**: C[C@H](C(=O)OCCOCCO)c1ccc2c(c1)C(=O)Cc1ccccc1O2
**Highest occupied orbital energy**: -8.45 eV

CARTESIAN COORDINATES (ANGSTROEM)
C -2.60884 -2.12914 -1.63859
C -1.43979 -1.88947 -0.58827
C -1.70189 -2.15165 0.88747
O -2.88453 -2.20836 1.28470
O -0.76417 -2.84061 1.40320
C -1.01940 -3.32938 2.72150
C -1.23096 -2.26183 3.84796
O -0.32330 -1.22006 3.77139
C -0.16552 -0.45821 4.98678
C 0.94559 -0.97181 5.85486
O 2.12789 -1.19099 5.11483
C -0.79276 -0.56425 -0.85682
C 0.57289 -0.32736 -0.39488
C 1.16383 0.96854 -0.55315
C 0.60620 1.92290 -1.23857
C -0.59781 1.69126 -1.88277
C -1.28983 0.56178 -1.54405
C -1.08474 2.50371 -2.96848
O -2.27843 2.58846 -3.23272
C -0.10065 3.57206 -3.65172
C 0.28398 4.56057 -2.59431
C -0.21406 5.87144 -2.73003
C 0.22609 6.88198 -1.85542
C 1.16697 6.64115 -0.84912
C 1.57546 5.35340 -0.65357
C 1.06190 4.32830 -1.46473
O 1.42182 3.03739 -1.16917
H -2.33402 -1.70771 -2.60386
H -2.80669 -3.20307 -1.77209
H -3.56692 -1.56238 -1.36914
H -0.67653 -2.59941 -0.94192
H -0.20060 -3.91571 2.97955
H -1.83006 -4.05546 2.70681
H -2.32034 -1.87857 3.85134
H -1.19159 -2.79708 4.76865
H -1.16599 -0.33514 5.50470
H 0.22027 0.57752 4.71742
H 1.18609 -0.29496 6.70484
H 0.61756 -1.98091 6.18304
H 1.93065 -1.78071 4.28090
H 1.19321 -0.99475 0.20064
H 2.24011 1.05840 -0.20106
H -2.22986 0.42683 -1.99954
H -0.72583 3.94222 -4.44728
H 0.70942 3.02648 -3.98877
H -0.83279 6.34091 -3.56880
H -0.13191 7.88164 -1.95838
H 1.52390 7.53996 -0.29138
H 2.29033 5.08952 0.10249

Forces on the atoms, in the same order (eV/Å):
C -1.064 0.818 1.531
C -0.021 0.611 -2.499
C -6.141 -1.627 -2.696
O 2.498 1.266 0.084
O 2.531 -0.364 2.184
C -1.031 0.940 1.008
C -2.745 -0.208 -1.147
O 0.973 0.678 0.438
C -0.402 2.253 -0.592
C -0.339 -2.133 0.124
O 0.145 -1.040 -2.353
C 3.504 2.469 1.185
C -1.201 1.645 -0.221
C 2.749 -6.078 2.825
C -0.074 3.241 -1.389
C 0.720 0.536 0.327
C -0.309 -2.809 0.223
C -1.583 3.144 -0.564
O 1.067 -0.623 -0.234
C -2.360 -1.702 2.238
C -1.170 1.834 -0.558
C 0.308 2.202 -0.095
C 0.138 -0.917 -0.014
C -0.548 1.394 -0.429
C 0.020 -1.018 -0.097
C -0.365 -0.425 -0.615
O 0.291 0.497 -0.447
H 0.403 -0.167 0.021
H -0.110 0.443 0.240
H 1.254 -1.048 -0.062
H -0.071 -0.016 0.629
H 1.926 -0.715 0.210
H -0.519 0.431 -0.073
H 1.517 -0.307 -0.428
H 0.479 -0.678 0.935
H 1.125 -0.257 -0.379
H -0.944 -1.099 -0.341
H -0.298 -0.542 -0.619
H 0.134 0.472 0.719
H 0.199 1.857 2.509
H -0.508 -0.454 -0.307
H -1.685 0.226 -0.245
H -1.100 0.178 -0.579
H 0.232 0.581 -0.209
H 1.951 -0.904 -0.986
H 0.695 -1.689 0.974
H -0.261 0.486 -0.295
H -0.126 -1.217 -0.221
H 0.115 -0.164 0.293